64
Properties=species:S:1:pos:R:3 method="wB97M-V/def2-TZVPD" homo_energy_ev=-10.067 smiles=BrCCBr.BrCCBr.BrCCBr.BrCCBr.BrCCBr.BrCCBr.BrCCBr.BrCCBr e_lumo_ev=0.1 gap_ev=10.171
Br 4.5541 1.5375 -3.8844
C 4.4987 -0.3713 -3.5428
C 3.3027 -0.6917 -2.6872
Br 3.2371 -2.6072 -2.3187
H 5.4269 -0.6371 -3.0450
H 4.4633 -0.8985 -4.4915
H 2.3905 -0.4339 -3.2233
H 3.2711 -0.1660 -1.7369
Br 1.6455 2.8832 5.6556
C 0.4771 1.6629 4.6769
C -0.8589 1.5218 5.3492
Br -0.7822 0.6719 7.1032
H 1.0192 0.7387 4.5084
H 0.2957 2.1050 3.6971
H -1.5011 0.8797 4.7500
H -1.3687 2.4673 5.4995
Br 3.1709 -1.1315 1.5562
C 4.5396 -2.4945 1.9655
C 5.2754 -2.8775 0.7137
Br 6.0890 -1.3492 -0.1988
H 3.9542 -3.3514 2.2947
H 5.1297 -2.1494 2.8078
H 4.5894 -3.3475 0.0172
H 6.1019 -3.5592 0.8998
Br -0.9352 -0.4878 2.2281
C -0.1290 -0.2704 0.4535
C -1.0789 0.4328 -0.4947
Br -0.1720 0.5956 -2.2043
H 0.0439 -1.2667 0.0481
H 0.8455 0.2108 0.4717
H -1.3591 1.4205 -0.1426
H -1.9519 -0.1822 -0.6783
Br -0.0610 -0.0040 -5.6627
C -0.3726 1.9292 -5.5178
C -1.8002 2.2532 -5.2024
Br -3.0385 1.7359 -6.6316
H 0.0233 2.4082 -6.4077
H 0.2521 2.2583 -4.6865
H -1.9309 3.3184 -5.0228
H -2.1621 1.7218 -4.3279
Br -4.4126 -0.5383 0.8706
C -5.4376 -2.1333 0.4252
C -5.8285 -2.9450 1.6464
Br -6.9793 -1.8763 2.8014
H -4.8292 -2.7313 -0.2523
H -6.3222 -1.8389 -0.1330
H -4.9617 -3.3170 2.1848
H -6.4528 -3.7923 1.3753
Br 2.3544 -5.4338 1.5997
C 1.0293 -4.0894 2.1100
C -0.2754 -4.6969 2.5472
Br -1.1508 -5.6549 1.0852
H 0.8521 -3.4114 1.2784
H 1.4902 -3.5190 2.9135
H -0.9681 -3.9479 2.9227
H -0.1547 -5.4564 3.3157
Br -2.4977 8.5088 -1.5623
C -1.9525 6.6592 -1.7867
C -1.2446 6.1604 -0.5490
Br -0.9876 4.2012 -0.7962
H -1.3298 6.5471 -2.6682
H -2.8494 6.0569 -1.9018
H -1.8930 6.1405 0.3191
H -0.2931 6.6323 -0.3340



62
Properties=species:S:1:pos:R:3 method="wB97M-V/def2-TZVPD" homo_energy_ev=-1.318 e_lumo_ev=4.2 gap_ev=5.528 total_charge=-2
Cd -0.6596 0.4609 -1.1394
N -2.3556 1.7606 0.9782
N -2.1527 2.3144 2.2578
C -0.8935 2.0952 2.9330
O -0.6927 2.9123 3.8540
O -0.1948 1.1268 2.5622
H -2.1697 2.4279 0.2362
H -3.3141 1.4492 0.8771
H -2.4333 3.2797 2.3611
C 4.2723 0.0373 -3.8362
C 4.1379 -0.4172 -2.4097
C 5.1804 -0.9784 -1.6886
C 4.9771 -1.3875 -0.3789
C 3.7046 -1.2139 0.1428
Br 3.3564 -1.7862 1.9322
N 2.7000 -0.6869 -0.5085
C 2.9161 -0.2894 -1.7579
H 5.2572 -0.2042 -4.2390
H 4.1230 1.1159 -3.9153
H 3.5089 -0.4370 -4.4550
H 6.1564 -1.1004 -2.1472
H 5.7655 -1.8278 0.2140
H 2.0653 0.1440 -2.2728
S -3.1341 0.2705 -1.9464
S -2.7587 0.1480 -3.9747
S -1.6444 -1.5563 -4.1948
S 0.1701 -1.1739 -3.2867
C 1.1960 2.9802 -3.1122
Si 0.6154 2.6223 -1.3326
C 2.1453 2.8662 -0.2339
C -0.4748 4.1278 -0.9017
H 1.7439 3.9275 -3.1830
H 0.3329 3.0264 -3.7816
H 1.8386 2.1806 -3.4913
H 2.5222 3.8928 -0.3145
H 2.9559 2.1854 -0.5060
H 1.8858 2.6665 0.8089
H 0.0285 5.0726 -1.1368
H -0.7005 4.1341 0.1694
H -1.4189 4.1003 -1.4538
C -2.3512 -0.7678 3.6882
C -1.3077 -1.7913 3.2622
N -1.6290 -2.5478 2.0573
C -2.6304 -3.5923 2.1708
C -4.0734 -3.1495 1.9161
C -1.2830 -2.0470 0.8162
C -1.5717 -2.9159 -0.3807
N -0.6751 -0.9412 0.6299
H -1.9488 -0.1280 4.4749
H -3.2573 -1.2534 4.0584
H -2.6015 -0.1131 2.8549
H -1.1451 -2.5268 4.0589
H -0.3598 -1.2790 3.1018
H -2.5469 -4.0065 3.1803
H -2.3866 -4.4022 1.4831
H -4.4236 -2.4592 2.6810
H -4.7358 -4.0201 1.9068
H -4.1610 -2.6459 0.9531
H -1.2381 -3.9424 -0.2167
H -1.0446 -2.5039 -1.2394
H -2.6354 -2.9228 -0.6222
H -0.5522 -0.3099 1.4369



62
Properties=species:S:1:pos:R:3 method="wB97M-V/def2-TZVPD" homo_energy_ev=-8.662 smiles="COCCCCCCC[SiH2]/C(I)=C(/C)I.ClCCl.ClCCl.ClCCl.ClCCl.ClCCl" e_lumo_ev=-0.5 gap_ev=8.203
C -3.1989 -5.0935 -3.2345
O -2.8946 -5.1862 -1.7975
C -2.4601 -3.8993 -1.2320
C -0.7989 -3.8299 -1.2018
C -0.2146 -2.4519 -1.9035
C 0.2096 -1.2883 -0.8055
C 1.6290 -0.5919 -1.2525
C 1.9756 0.7363 -0.3357
C 3.0556 1.7690 -1.0867
Si 2.2394 3.4980 -1.3790
C 1.2526 3.6117 -3.0600
I 1.1394 1.9357 -4.5237
C 0.5086 4.8975 -3.3729
C -0.4028 5.0475 -4.7673
I 0.5711 6.6263 -1.9651
H -3.5322 -4.0314 -3.6025
H -4.0656 -5.8448 -3.5628
H -2.2292 -5.4349 -3.8336
H -2.8077 -2.9530 -1.8498
H -2.8613 -3.8132 -0.1161
H -0.4706 -3.9304 -0.0727
H -0.3867 -4.7602 -1.8231
H -1.0131 -2.0249 -2.6809
H 0.7152 -2.7812 -2.5689
H -0.6381 -0.4619 -0.8042
H 0.3172 -1.7173 0.2824
H 1.6304 -0.2102 -2.3828
H 2.5614 -1.3321 -1.1691
H 0.9949 1.3334 -0.0296
H 2.4557 0.3441 0.6697
H 3.9809 1.9679 -0.3590
H 3.4835 1.2744 -2.0855
H 3.1430 4.6302 -1.2420
H 1.2065 3.6509 -0.3235
H -0.9052 6.1267 -4.6761
H -1.2755 4.2495 -4.8010
H 0.2441 5.0447 -5.7406
Cl 1.1943 -3.5056 2.2269
C 2.3815 -2.5153 3.0842
Cl 1.8179 -0.8481 3.2506
H 2.5444 -2.9367 4.0791
H 3.3195 -2.5194 2.5236
Cl 1.8021 -1.5250 7.2812
C 0.3569 -0.7271 6.6486
Cl -0.2667 0.4633 7.7970
H 0.6103 -0.2210 5.7139
H -0.4129 -1.4801 6.4635
Cl 5.5101 -1.6145 9.9869
C 4.8745 -2.6714 8.7204
Cl 6.1807 -3.3374 7.7327
H 4.3255 -3.4937 9.1855
H 4.2027 -2.0949 8.0799
Cl -3.2254 3.7766 -3.4463
C -4.5646 4.8525 -3.8636
Cl -5.4779 4.2265 -5.2416
H -5.2329 4.9389 -3.0035
H -4.1639 5.8363 -4.1198
Cl -2.5061 1.2313 -0.4075
C -3.8410 2.0123 0.4488
Cl -4.4486 3.4046 -0.4552
H -4.6514 1.2908 0.5779
H -3.4879 2.3495 1.4263



92
Properties=species:S:1:pos:R:3 method="wB97M-V/def2-TZVPD" homo_energy_ev=-7.716 e_lumo_ev=0.3 gap_ev=8.041 total_charge=-1
Mg 0.3992 2.2539 0.5504
N 0.0760 4.0661 0.6055
S -1.1751 4.9658 0.6420
O -1.5994 5.6433 -0.5599
O -1.3538 5.6754 1.9043
F -2.1760 3.6455 0.6984
S 1.1234 5.4275 0.2717
O 1.0067 6.6608 1.0156
O 1.4823 5.5493 -1.1528
F 2.4250 4.7646 0.8857
N 3.2956 3.9166 -2.2686
S 2.8662 2.2587 -1.9691
O 1.9155 2.1100 -0.8293
O 3.7501 1.1333 -2.3457
F 1.8799 2.2486 -3.2484
S 4.7423 3.6199 -1.7427
O 5.7218 2.9787 -2.6506
O 4.8080 3.5434 -0.2873
F 5.1706 5.1607 -1.9556
N -0.2489 0.5691 0.5334
S -1.2333 0.0918 1.8985
O -0.3944 -0.6290 2.8453
O -2.6726 -0.1410 1.7009
F -1.2180 1.6047 2.4801
S -0.4943 -0.8409 -0.1083
O -1.6862 -1.0503 -0.9391
O 0.1884 -1.9557 0.4789
F 0.6218 -0.4404 -1.2167
Cl 0.8814 6.3475 4.4247
C 1.2159 4.9152 5.3438
C 0.1670 3.9189 4.9722
Cl 0.2844 2.4641 5.9315
H 1.2007 5.0974 6.4184
H 2.2268 4.5673 5.1310
H 0.2610 3.6523 3.9195
H -0.8329 4.3220 5.1330
Cl -5.0963 -2.2260 -1.9376
C -4.4413 -3.1939 -0.5349
C -3.3894 -3.9763 -1.2122
Cl -2.5633 -5.0642 -0.0271
H -5.2314 -3.7630 -0.0451
H -3.9689 -2.4814 0.1412
H -2.6418 -3.3174 -1.6539
H -3.9281 -4.5364 -1.9765
Cl 5.9809 -3.1611 -2.4037
C 4.6292 -2.0364 -2.6656
C 3.4503 -2.7126 -3.4206
Cl 2.0246 -1.5969 -3.5100
H 5.0043 -1.2247 -3.2890
H 4.3407 -1.6420 -1.6913
H 3.0486 -3.5724 -2.8843
H 3.7583 -2.9636 -4.4356
Cl -0.7050 2.3179 -2.1363
C -1.9276 1.5777 -3.1531
C -3.1945 2.4217 -3.0286
Cl -3.8625 2.1840 -1.4677
H -2.1113 0.5612 -2.8051
H -1.5329 1.5139 -4.1671
H -3.9473 2.0772 -3.7376
H -2.9977 3.4654 -3.2736
Cl -2.3833 -3.5606 3.3312
C -3.7106 -2.4921 3.4790
C -4.9644 -3.2035 3.9575
Cl -5.4009 -4.6122 2.9218
H -3.9592 -2.0537 2.5125
H -3.4648 -1.5762 4.0163
H -5.8739 -2.6036 3.9266
H -4.8185 -3.5945 4.9644
Cl 3.3113 -5.1948 -0.2415
C 2.4214 -4.3554 1.0434
C 0.9704 -4.8837 1.2041
Cl 0.9377 -6.5866 1.6415
H 2.4892 -3.2682 1.0027
H 2.9868 -4.6480 1.9282
H 0.3463 -4.7096 0.3276
H 0.6243 -4.3816 2.1075
Cl -3.8997 -1.2491 -4.9173
C -2.2198 -1.7036 -4.5200
C -1.7988 -2.8796 -5.3615
Cl -2.7722 -4.3050 -4.8793
H -2.2101 -1.9464 -3.4574
H -1.5879 -0.8357 -4.7087
H -0.7490 -2.9793 -5.0858
H -1.8072 -2.8561 -6.4512
Cl 3.8212 0.1535 0.5185
C 3.1809 -0.2090 2.1845
C 2.8671 1.0095 3.0710
Cl 1.9207 2.2095 2.1847
H 3.9441 -0.8387 2.6416
H 2.2453 -0.7615 2.0985
H 3.8540 1.3792 3.3491
H 2.3771 0.7705 4.0149



57
Properties=species:S:1:pos:R:3 method="wB97M-V/def2-TZVPD" homo_energy_ev="-18.374 / -18.375" e_lumo_ev="-12.0 / -11.9" gap_ev="6.344 / 6.426" total_charge=+3
Ti -1.1078 -1.7844 0.1222
Cl -1.8201 -4.1717 1.1480
C -1.2710 -3.6864 2.7728
Cl -0.3184 -2.1796 2.5504
H -0.6222 -4.4530 3.1842
H -2.1269 -3.4679 3.4031
C 2.9760 -5.3121 -3.1437
C 2.0669 -4.4240 -2.3774
C 2.5037 -3.7294 -1.2372
C 1.6346 -2.9463 -0.5293
N 0.3350 -2.7936 -0.9019
C -0.0997 -3.4546 -2.0148
C 0.7223 -4.2602 -2.7510
H 4.0227 -5.0667 -2.9791
H 2.7514 -5.2895 -4.2095
H 2.8241 -6.3462 -2.8137
H 3.5303 -3.8126 -0.9056
H 1.9589 -2.4183 0.3599
H -1.1358 -3.3042 -2.3015
H 0.3283 -4.7623 -3.6249
C 1.7748 2.9360 -3.3910
Si 1.7106 2.5732 -1.5822
C 3.2977 1.9302 -0.8572
C 1.0130 3.9666 -0.5647
C 0.4657 1.0469 -1.4382
Te 0.0146 0.7174 0.5986
C -1.6921 1.9759 0.8270
Si -1.9760 2.4546 2.6890
C -2.0684 0.8444 3.6237
C -0.4811 3.4381 3.1900
C -3.5459 3.4279 2.7020
H 2.4828 3.7514 -3.5628
H 0.8075 3.2526 -3.7835
H 2.1208 2.0765 -3.9677
H 4.0559 2.7162 -0.8961
H 3.6882 1.0858 -1.4299
H 3.2064 1.6354 0.1918
H 1.7008 4.8135 -0.6371
H 0.9322 3.7296 0.5009
H 0.0471 4.3182 -0.9340
H 0.9776 0.1637 -1.8262
H -0.4725 1.2063 -1.9701
H -2.5355 1.4851 0.3435
H -1.4180 2.8498 0.2299
H -1.1441 0.2606 3.5497
H -2.9035 0.2221 3.2938
H -2.2177 1.0505 4.6860
H 0.4571 2.8838 3.0900
H -0.5689 3.7139 4.2438
H -0.4024 4.3690 2.6254
H -4.3949 2.8403 2.3471
H -3.4695 4.3299 2.0932
H -3.7684 3.7408 3.7251
O -2.2907 -1.0947 -1.2139
C -3.2816 -1.0163 -0.3669
O -2.9872 -1.2827 0.8222
H -4.2867 -0.7495 -0.7022



55
Properties=species:S:1:pos:R:3 method="wB97M-V/def2-TZVPD" homo_energy_ev="-12.534 / -12.536" e_lumo_ev="-9.1 / -9.1" gap_ev="3.471 / 3.484" total_charge=+2
C 1.6345 -0.3577 -6.5943
C 2.2309 0.4031 -5.4787
H 2.2984 -0.4383 -7.4969
H 0.6835 0.1571 -6.8125
H 1.3487 -1.3334 -6.2155
O 3.0731 1.2515 -5.4594
Cl -2.1481 -1.0688 -3.5399
Tl 0.2741 -0.2685 -3.6736
P 0.0066 2.1811 -1.1586
C 0.8236 3.6709 -0.4561
C -0.2294 2.7252 -2.9051
H -0.3769 3.8073 -2.9723
H -2.0085 3.5220 -0.6994
H -1.0999 2.2136 -3.3359
H -2.3883 1.8320 -1.1830
H 1.8903 3.6260 -0.7175
H 0.6693 2.4589 -3.4831
C -1.7238 2.4661 -0.5817
H 0.3779 4.5844 -0.8727
H -1.8214 2.1775 0.4725
H 0.7430 3.6681 0.6393
P -0.1138 -3.2189 -0.5583
C 1.1390 -4.2560 0.2686
C -1.7072 -3.8192 0.0316
H -0.8417 -3.1487 -2.8517
H -0.2738 -4.7813 -2.3720
H 0.9217 -3.4910 -2.7289
C -0.0689 -3.7013 -2.2971
H -2.4887 -3.2712 -0.5067
H -1.7748 -4.8946 -0.1633
H 0.9112 -5.3048 -0.0023
H 1.1009 -4.1429 1.3635
H -1.8038 -3.6207 1.1061
H 2.1547 -4.0149 -0.0867
Cl -0.7345 -1.0628 -0.3868
C 2.2202 1.3885 2.5616
P 0.7714 0.4278 1.9790
C 1.2696 -1.2510 2.5063
C -0.4490 0.8575 3.3095
C -0.7932 0.0104 4.3706
C -1.6879 0.4463 5.3413
C -2.2700 1.7101 5.2630
C -1.9405 2.5601 4.1928
C -1.0315 2.1436 3.2256
H 3.0649 1.1525 1.9002
H 2.4465 1.0956 3.5951
H 1.9963 2.4609 2.5045
H 1.7072 -1.2047 3.5120
H 0.4088 -1.9305 2.5025
H 2.0201 -1.6243 1.7980
H -0.3555 -0.9920 4.4424
H -1.9344 -0.2144 6.1743
H -2.9673 2.0493 6.0192
H -2.3886 3.5476 4.1142
H -0.7653 2.8168 2.3965



72
Properties=species:S:1:pos:R:3 method="wB97M-V/def2-TZVPD" homo_energy_ev=-11.091 e_lumo_ev=-3.9 gap_ev=7.229 total_charge=+1
O 2.7175 -1.4232 1.3709
C 2.4467 -1.8007 0.2635
O 1.7726 -2.9167 0.0050
C 0.7227 -2.9192 -0.9935
C -0.5988 -2.4540 -0.3756
C -1.0800 -1.0976 -0.9012
C -2.5911 -0.8966 -0.7748
S -3.3855 -1.3538 -2.2924
O -2.7156 -2.4867 -2.8568
O -3.6148 -0.1895 -3.0906
Cl -5.1912 -1.9869 -1.6193
C 3.0127 -1.0276 -0.9088
C 2.3020 -0.0225 -1.5615
C 2.9030 0.6835 -2.5809
N 4.1586 0.3941 -2.9376
C 4.8861 -0.5489 -2.3275
C 4.3375 -1.2811 -1.2929
N 5.0886 -2.2843 -0.6579
C 5.8602 -2.0091 0.2547
S 6.8273 -1.7596 1.4299
H 1.0110 -2.3175 -1.8588
H 0.6527 -3.9457 -1.3429
H -0.4547 -2.3835 0.7010
H -1.3610 -3.2064 -0.5759
H -0.6204 -0.2874 -0.3254
H -0.7704 -0.9543 -1.9402
H -3.0224 -1.4214 0.0749
H -2.8231 0.1631 -0.6556
H 1.2947 0.2373 -1.2699
H 2.3997 1.4787 -3.1137
H 4.5713 0.9708 -3.6847
H 5.8972 -0.7141 -2.6740
C -3.3637 -2.7980 2.8763
O -2.7618 -2.2894 1.9263
N -4.2567 -2.0916 3.6093
N -3.1627 -4.0915 3.2435
H -4.7642 -2.4681 4.3890
H -4.4436 -1.1325 3.3671
H -2.5077 -4.6323 2.7116
H -3.6312 -4.5192 4.0198
C 5.7601 3.5240 -3.3733
O 4.9882 2.7084 -3.9103
N 7.0086 3.7437 -3.8416
N 5.3412 4.2167 -2.2991
H 7.6378 4.4069 -3.4288
H 7.2997 3.2407 -4.6594
H 4.3955 4.0279 -2.0039
H 5.8802 4.9085 -1.8119
C -0.2797 -0.0444 4.8221
O -0.5928 0.5165 5.8543
N -1.1721 -0.7506 4.0623
N 1.0039 -0.0167 4.3341
H -0.9299 -1.2088 3.2043
H -2.1188 -0.8099 4.3879
H 1.6836 0.4868 4.8715
H 1.2908 -0.4871 3.4967
C -7.3216 -0.1453 3.4295
O -6.3121 -0.1532 4.1203
N -8.4667 0.4698 3.8366
N -7.3786 -0.7521 2.2049
H -9.3079 0.4907 3.2927
H -8.4508 0.9232 4.7310
H -6.5563 -1.2252 1.8802
H -8.1991 -0.7534 1.6295
C 1.4641 4.5759 -2.4134
O 2.2748 4.6538 -1.5004
N 0.1821 5.0081 -2.2832
N 1.7977 4.0528 -3.6392
H -0.4950 4.9654 -3.0212
H -0.0828 5.4032 -1.3996
H 2.7584 3.7959 -3.7939
H 1.1561 4.0115 -4.4091